Entry from OMol25: a structure of composition C32H26FN6O3Pd (ωB97M-V with the def2-TZVPD basis set).

## Properties
HOMO-LUMO gap: 0.16881 Eh
spin multiplicity: 1
E_HOMO: -2.464 eV
charge: -1
ΔE to the lowest compared entry with this formula, charge and spin: 0.0 kJ/mol
electronic energy: -2017.14918 a.u.

Geometry (Å):
Pd  -0.246  0.381  0.108
C  -3.753  4.509  -1.227
C  -3.984  3.140  -1.327
C  -3.229  2.235  -0.598
C  -2.197  2.662  0.257
C  -2.002  4.052  0.383
C  -2.758  4.947  -0.354
N  -1.460  1.734  0.952
N  -0.943  2.219  2.165
C  -0.115  1.396  2.711
C  0.402  1.610  4.043
C  1.238  0.706  4.603
C  1.616  -0.468  3.888
C  1.137  -0.628  2.619
N  0.310  0.251  2.023
H  -4.350  5.216  -1.789
H  -4.782  2.774  -1.966
H  -3.441  1.173  -0.647
H  -1.236  4.395  1.065
H  -2.561  6.010  -0.260
H  0.098  2.513  4.555
H  1.630  0.879  5.600
H  2.282  -1.207  4.310
H  1.445  -1.480  2.027
C  3.641  -5.439  -3.913
C  2.285  -5.903  -3.380
C  1.558  -6.840  -4.335
C  1.196  -6.112  -5.624
C  0.395  -4.876  -5.296
C  -0.467  -4.318  -6.218
C  -1.208  -3.195  -5.879
F  -2.027  -2.657  -6.816
C  -1.149  -2.637  -4.633
C  -0.289  -3.186  -3.684
C  -0.232  -2.600  -2.316
O  -1.182  -1.971  -1.876
C  0.997  -2.907  -1.593
C  1.700  -3.989  -1.990
N  1.420  -4.755  -3.088
C  0.513  -4.282  -4.024
C  1.648  -2.072  -0.484
O  2.446  -2.677  0.238
O  1.436  -0.823  -0.484
H  4.243  -6.296  -4.222
H  4.189  -4.894  -3.144
H  3.514  -4.771  -4.765
H  2.442  -6.424  -2.434
H  0.639  -7.182  -3.851
H  2.181  -7.713  -4.531
H  0.615  -6.762  -6.280
H  2.104  -5.843  -6.170
H  -0.563  -4.748  -7.208
H  -1.748  -1.772  -4.376
H  2.558  -4.291  -1.402
N  -1.910  1.610  -3.577
C  -1.711  0.688  -2.604
N  -0.713  0.998  -1.829
C  -0.229  2.219  -2.288
C  0.794  3.019  -1.788
C  1.015  4.226  -2.420
C  0.244  4.630  -3.522
C  -0.769  3.839  -4.027
C  -0.987  2.625  -3.385
H  -2.658  1.599  -4.244
H  -2.309  -0.202  -2.493
H  1.364  2.694  -0.929
H  1.789  4.887  -2.051
H  0.441  5.592  -3.980
H  -1.373  4.156  -4.868


Entry from OMol25: a structure of composition C6H10O (ωB97M-V with the def2-TZVPD basis set).

## Properties
HOMO-LUMO gap: 0.38904 Eh
spin multiplicity: 1
E_HOMO: -9.444 eV
ΔE to the lowest compared entry with this formula, charge and spin: 142.9 kJ/mol
electronic energy: -309.78795 a.u.

Geometry (Å):
C  2.093  0.824  -0.212
C  1.152  -0.304  0.100
O  0.454  -0.136  1.348
C  -0.645  -0.905  0.814
C  -1.853  0.014  0.638
C  -1.285  0.424  -0.756
C  -0.155  -0.638  -0.623
H  1.555  1.773  -0.229
H  2.852  0.867  0.579
H  2.596  0.655  -1.171
H  1.715  -1.247  0.143
H  -0.692  -1.917  1.236
H  -1.874  0.812  1.383
H  -2.835  -0.475  0.600
H  -1.977  0.182  -1.568
H  -0.982  1.470  -0.879
H  -0.120  -1.398  -1.404


Entry from OMol25: a cluster of 2 separate species, C6H18N2Si in total (ωB97M-V with the def2-TZVPD basis set).

## Properties
HOMO-LUMO gap: 0.29516 Eh
spin multiplicity: 1
E_HOMO: -7.588 eV
ΔE to the lowest compared entry with this formula, charge and spin: 338.3 kJ/mol
electronic energy: -638.32191 a.u.

Geometry (Å):
C  1.734  2.197  0.929
C  0.318  -0.306  1.701
C  1.754  -0.642  -0.349
C  -1.114  -2.576  -1.244
C  0.659  1.548  0.033
C  0.489  0.011  0.224
N  -2.962  0.414  0.891
N  -1.118  0.166  -2.274
Si  -0.932  -0.716  -0.729
H  1.656  3.217  0.587
H  1.407  2.350  1.968
H  2.768  1.867  0.616
H  1.270  -0.027  2.184
H  -0.335  0.326  2.224
H  0.097  -1.304  2.105
H  2.661  -0.430  0.223
H  1.799  -1.767  -0.238
H  1.952  -0.414  -1.366
H  -2.126  -2.775  -1.653
H  -0.224  -2.579  -1.998
H  -1.104  -3.271  -0.405
H  -0.241  2.107  0.439
H  0.857  1.775  -0.983
H  -2.400  -0.068  1.504
H  -3.791  -0.077  0.729
H  -1.834  -0.216  -2.892
H  -1.238  1.192  -2.230


Entry from OMol25: a structure of composition C4H7N (ωB97M-V with the def2-TZVPD basis set).

## Properties
HOMO-LUMO gap: 0.35497 Eh
spin multiplicity: 1
E_HOMO: -8.649 eV
ΔE to the lowest compared entry with this formula, charge and spin: 358.6 kJ/mol
electronic energy: -211.22409 a.u.

Geometry (Å):
C  -1.430  0.265  0.205
C  -0.019  0.183  -0.387
C  0.803  -1.096  -0.076
C  1.353  0.080  0.455
N  2.033  0.986  1.019
H  -1.919  1.233  0.028
H  -2.098  -0.506  -0.215
H  -1.407  0.112  1.289
H  0.023  0.488  -1.444
H  1.176  1.444  0.553
H  0.348  -1.763  0.640
H  1.325  -1.551  -0.902


Entry from OMol25: a cluster of 4 separate species, C2H12N2O3 in total (ωB97M-V with the def2-TZVPD basis set).

## Properties
HOMO-LUMO gap: 0.37059 Eh
spin multiplicity: 1
E_HOMO: -9.399 eV
ΔE to the lowest compared entry with this formula, charge and spin: 53.7 kJ/mol
electronic energy: -418.61861 a.u.

Geometry (Å):
H  -2.173  -0.419  -0.426
N  -1.270  -0.253  0.015
C  -1.388  -0.393  1.280
N  -0.310  -0.211  2.068
C  1.026  -0.273  1.474
H  -2.318  -0.718  1.737
H  -0.416  -0.161  3.063
H  1.109  -1.226  0.985
H  1.192  0.569  0.815
H  1.735  -0.376  2.296
O  1.688  0.632  -1.997
H  2.406  0.577  -2.632
H  1.415  -0.281  -1.805
O  -0.811  2.833  -0.114
H  -1.026  2.024  0.355
H  -0.669  2.596  -1.036
O  0.232  -1.819  -1.809
H  -0.576  -1.376  -1.503
H  0.154  -1.723  -2.767


Entry from OMol25: the molecule C5H10N2S2 (ωB97M-V with the def2-TZVPD basis set).

## Properties
HOMO-LUMO gap (alpha / beta): 0.29961 / 0.29967 Eh
spin multiplicity: 1
E_HOMO (alpha / beta): -7.497 / -7.499 eV
ΔE to the lowest compared entry with this formula, charge and spin: 340.7 kJ/mol
electronic energy: -1102.26907 a.u.

Geometry (Å):
C  0.941  -0.537  -0.161
C  -0.400  -1.237  -0.555
C  -1.503  -0.466  -0.092
C  2.237  -1.310  -0.283
C  -0.664  2.444  0.124
N  0.820  0.564  0.339
N  -0.299  1.110  0.727
S  -2.349  -0.998  1.417
S  -2.604  0.230  -1.264
H  -0.288  -1.223  -1.595
H  -0.335  -2.186  -0.137
H  2.035  -2.213  0.185
H  3.048  -0.807  0.159
H  2.459  -1.496  -1.291
H  0.021  3.173  0.648
H  -0.552  2.559  -1.017
H  -1.724  2.581  0.331
H  -1.194  -1.134  2.202
H  -3.455  0.733  -0.444


Entry from OMol25: a structure of composition C10H10IrN5O5 (ωB97M-V with the def2-TZVPD basis set).

## Properties
HOMO-LUMO gap (alpha / beta): 0.28167 / 0.28164 Eh
spin multiplicity: 1
E_HOMO (alpha / beta): -16.638 / -16.638 eV
charge: +2
electronic energy: -1140.77337 a.u.

Geometry (Å):
Ir  0.075  -0.468  -0.060
O  0.664  -4.230  1.633
C  0.409  -3.007  1.325
O  0.145  -2.614  0.182
C  0.379  -2.059  2.501
O  0.324  -0.697  2.017
C  1.514  0.081  2.390
C  2.549  -0.124  1.292
O  3.726  -0.155  1.422
O  1.995  -0.252  0.054
H  0.623  -4.827  0.861
H  -0.499  -2.257  3.117
H  1.271  -2.221  3.107
H  1.200  1.123  2.432
H  1.884  -0.237  3.360
N  0.033  -0.058  -4.169
C  0.489  -0.765  -3.143
N  0.000  -0.208  -2.041
C  -0.724  0.866  -2.482
N  -0.737  0.975  -3.777
C  -1.303  1.707  -1.442
C  -2.061  2.850  -1.620
N  -2.515  3.545  -0.583
C  -2.221  3.113  0.633
C  -1.453  1.974  0.850
N  -1.001  1.270  -0.192
H  0.206  -0.208  -5.156
H  1.129  -1.630  -3.209
H  -2.295  3.207  -2.616
H  -2.597  3.685  1.472
H  -1.209  1.619  1.842


Entry from OMol25: a structure of composition CrH14O7 (ωB97M-V with the def2-TZVPD basis set).

## Properties
HOMO-LUMO gap (alpha / beta): 0.34988 / 0.40597 Eh
spin multiplicity: 4
E_HOMO (alpha / beta): -24.585 / -24.777 eV
charge: +3
ΔE to the lowest compared entry with this formula, charge and spin: 36.1 kJ/mol
electronic energy: -1578.45381 a.u.

Geometry (Å):
Cr  0.066  0.016  0.033
O  -1.879  -1.053  -0.015
H  -2.505  -1.189  0.725
H  -1.979  -1.838  -0.591
O  1.859  0.495  -1.027
H  2.764  0.369  -0.674
H  1.941  1.188  -1.712
O  -0.587  0.552  -1.899
H  -1.230  -0.086  -2.264
H  -0.623  1.325  -2.501
O  1.280  1.326  1.336
H  1.405  1.208  2.296
H  1.967  1.971  1.080
O  0.558  -1.838  -0.935
H  0.866  -2.674  -0.525
H  0.848  -1.888  -1.869
O  -1.277  1.479  0.589
H  -2.252  1.472  0.500
H  -1.030  2.404  0.796
O  -0.099  -0.890  1.872
H  -0.262  -1.839  2.052
H  0.170  -0.511  2.732


Entry from OMol25: the molecule C6H3ClF3NO2 (ωB97M-V with the def2-TZVPD basis set).

## Properties
HOMO-LUMO gap: 0.32125 Eh
spin multiplicity: 1
E_HOMO: -8.695 eV
ΔE to the lowest compared entry with this formula, charge and spin: 13.3 kJ/mol
electronic energy: -1195.42092 a.u.

Geometry (Å):
O  -3.237  1.655  -1.256
C  -2.611  0.990  -0.558
N  -2.187  0.134  0.179
C  -1.140  -0.238  0.944
C  0.170  -0.145  0.717
C  0.927  0.412  -0.376
C  0.787  0.044  -1.725
O  1.659  0.576  -2.563
Cl  -0.602  -0.749  -2.226
C  0.929  -0.689  1.867
F  0.993  0.095  2.992
F  0.337  -1.823  2.285
F  2.271  -0.959  1.572
H  -1.371  -0.719  1.864
H  1.874  0.823  -0.187
H  1.201  0.593  -3.530


Entry from OMol25: a cluster of 2 separate species, C4H2FN3 in total (ωB97M-V with the def2-TZVPD basis set).

## Properties
HOMO-LUMO gap: 0.34721 Eh
spin multiplicity: 1
E_HOMO: -9.188 eV
ΔE to the lowest compared entry with this formula, charge and spin: 48.7 kJ/mol
electronic energy: -417.62110 a.u.

Geometry (Å):
N  1.737  1.123  2.198
C  1.414  0.886  1.141
C  0.932  0.648  -0.139
C  0.564  -0.496  -0.699
N  0.469  -1.446  -1.383
H  0.830  1.442  -0.767
H  0.099  -2.310  -1.557
N  -1.861  -0.795  1.186
C  -1.971  0.045  0.444
F  -2.214  0.902  -0.423


Entry from OMol25: a structure of composition C7H7NO3 (ωB97M-V with the def2-TZVPD basis set).

## Properties
HOMO-LUMO gap: 0.34833 Eh
spin multiplicity: 1
E_HOMO: -9.608 eV
ΔE to the lowest compared entry with this formula, charge and spin: 612.4 kJ/mol
electronic energy: -551.21226 a.u.

Geometry (Å):
C  0.039  -3.460  -0.358
C  -0.152  -1.214  0.269
C  0.021  0.259  -0.154
C  0.233  0.624  -1.411
C  0.224  2.803  -0.717
C  -0.150  2.539  0.618
C  -0.150  1.249  0.911
H  -0.951  -3.723  0.145
H  0.566  -3.655  0.508
H  0.220  -4.236  -1.552
H  0.657  0.178  -2.191
H  0.296  3.643  -1.078
H  -0.309  2.837  2.407
H  -0.258  0.575  2.146
N  0.440  1.899  -1.717
O  -0.006  -2.135  -0.704
O  -0.454  -1.691  1.421
O  -0.267  3.509  1.457


Entry from OMol25: a structure of composition C18H21Cl3HfN3 (ωB97M-V with the def2-TZVPD basis set).

## Properties
HOMO-LUMO gap: 0.24561 Eh
spin multiplicity: 1
E_HOMO: -11.082 eV
charge: +1
ΔE to the lowest compared entry with this formula, charge and spin: 31.7 kJ/mol
electronic energy: -2291.12656 a.u.

Geometry (Å):
Hf  -0.892  0.634  -0.550
Cl  2.697  -1.104  4.097
C  1.392  -0.291  3.311
C  0.378  -1.013  2.730
C  -0.664  -0.331  2.090
C  -0.718  1.073  2.042
C  -1.772  1.741  1.247
C  0.351  1.770  2.641
C  1.373  1.108  3.275
H  0.378  -2.093  2.790
H  -1.525  -0.908  1.752
H  -1.816  2.816  1.393
H  -2.755  1.292  1.425
H  0.348  2.853  2.617
H  2.175  1.659  3.748
C  2.167  3.025  -0.555
C  2.101  1.606  -1.128
C  2.883  0.632  -0.236
C  2.703  1.597  -2.535
N  0.715  1.173  -1.193
H  3.203  3.344  -0.431
H  1.675  3.068  0.418
H  1.670  3.728  -1.224
H  3.859  1.044  0.027
H  3.050  -0.314  -0.754
H  2.341  0.439  0.692
H  3.763  1.853  -2.496
H  2.198  2.320  -3.177
H  2.605  0.609  -2.987
N  -1.253  -7.005  -0.695
C  -1.218  -5.860  -0.746
C  -1.174  -4.425  -0.805
C  -2.329  -3.680  -0.567
C  -2.239  -2.308  -0.623
N  -1.092  -1.667  -0.897
C  0.014  -2.388  -1.140
C  0.015  -3.769  -1.100
H  -3.269  -4.164  -0.346
H  -3.116  -1.692  -0.449
H  0.912  -1.827  -1.368
H  0.923  -4.321  -1.296
Cl  -2.697  1.129  -2.510
C  -4.061  2.114  -1.801
Cl  -5.080  1.148  -0.774
H  -4.616  2.460  -2.665
H  -3.602  2.925  -1.249


Q: spin multiplicity of number 10 (C4H2FN3)?
A: 1


Q: Among the records above, which one has the highest spin multiplicity?
A: CrH14O7